Formula: C4H7NO
Source: the OMol25 dataset
Level of theory: the ωB97M-V functional and the def2-TZVPD basis

Atoms and positions in Å:
C  1.75595  0.57422  0.39490
O  0.70223  -0.25297  0.82038
C  -0.20883  -0.36929  -0.16734
C  -1.47938  -1.04568  0.33414
C  -0.48999  1.32440  -0.82558
N  -1.05143  2.15262  -1.42875
H  2.37734  0.76142  1.27724
H  1.18148  1.43217  -0.08541
H  2.35370  0.08603  -0.38992
H  0.20549  -0.78397  -1.09547
H  -1.52108  -2.13436  0.17125
H  -1.61146  -0.85968  1.40631
H  -2.29906  -0.59760  -0.21798

Values from the calculation:
Orbital gap: 11.710 eV
SMILES: CO[C@@H](C)C#N

---

Formula: C4H7NO
Source: the OMol25 dataset
Level of theory: the ωB97M-V functional and the def2-TZVPD basis

Atoms and positions in Å:
C  1.65558  0.22538  0.10607
C  0.17452  0.24414  -0.51863
C  -0.27074  -0.93126  0.23679
N  -2.10771  -0.75738  0.16868
C  -2.19989  0.45588  0.00501
O  -0.64278  1.30170  -0.20798
H  2.20925  0.87730  -0.55116
H  1.63955  0.63516  1.12130
H  2.20037  -0.74515  0.13199
H  0.27243  0.06168  -1.60919
H  0.14624  -1.88172  -0.12361
H  -0.19756  -0.78970  1.31272
H  -2.87926  1.30398  -0.07201

Values from the calculation:
Orbital gap: 10.770 eV

---

Formula: C4H7NO
Source: the OMol25 dataset
Level of theory: the ωB97M-V functional and the def2-TZVPD basis

Atoms and positions in Å:
C  -0.80054  -0.15643  -0.21414
C  0.53689  0.00124  0.28893
N  1.30479  1.15988  0.00324
C  -2.07694  0.06876  -0.33197
C  0.47019  -1.14022  -0.65076
O  0.50357  -0.31856  1.79220
H  1.07428  0.32519  2.23059
H  2.20063  0.94598  -0.41393
H  0.75220  1.99913  -0.09683
H  -2.60127  0.69820  0.37306
H  -2.66486  -0.38314  -1.11896
H  0.31408  -2.13493  -0.26314
H  0.98698  -1.06509  -1.59830

Values from the calculation:
Orbital gap: 10.192 eV
SMILES: C=C1C[C@]1(N)O

---

E_LUMO per entry: 0.73 0.94 0.93 eV